Record 1
The following is a quantum chemistry calculation of a molecular structure, C34H24N4O7PS9Zr in a non-equilibrium geometry, from the Open Molecules 2025 dataset.

Multiplicity   1
E_HOMO   -4.21 eV
Frontier orbital gap   6.1 eV
Total charge   -1

The geometry in XYZ format:
```
80
Properties=species:S:1:pos:R:3:mulliken_charge:R:1
O 1.784 -1.545 -0.375 -0.5727
C -2.556 0.754 2.509 0.0648
C 1.751 5.059 -1.652 -0.8348
C -0.951 4.623 -2.103 -0.7774
N -0.594 -0.814 -1.796 0.9977
C 1.143 3.913 -1.155 -0.0304
C -5.049 2.783 -0.995 -0.6916
C 5.095 1.188 1.330 -0.6939
H 2.804 5.231 -1.468 0.4432
H -0.424 -1.823 -5.512 0.4097
C -0.340 5.763 -2.602 -0.7113
S -2.490 -0.422 0.051 -0.3236
H 7.203 1.435 1.039 0.3961
C 1.052 -2.212 7.333 -0.4070
H -6.245 3.866 0.419 0.3727
C 1.100 -1.587 6.100 0.0357
S 2.448 0.956 1.810 1.6698
C 0.397 -2.703 2.879 0.2667
H -1.191 2.018 -3.199 0.2954
C 3.911 0.691 0.814 -0.3469
C 0.957 -1.435 8.477 -0.5742
Zr 0.152 -0.151 0.457 -0.2195
N 0.213 -2.032 3.955 -0.5808
O 1.509 1.780 1.031 -0.4984
C -0.214 3.681 -1.382 0.0466
P -0.992 2.100 -0.836 1.6650
H -0.128 -3.546 -3.701 0.4766
C 2.107 -3.279 4.585 0.2617
H 1.101 -3.290 7.391 0.4302
S -0.844 1.099 2.482 -0.3526
N 1.168 -2.354 4.895 0.6261
N -1.118 1.388 -2.413 -0.0121
S -3.491 1.358 3.858 -0.1425
C 1.050 -0.208 5.984 0.1860
C -0.751 -0.251 -4.116 -1.0556
C 1.014 5.982 -2.379 -0.5087
H 5.067 1.690 2.287 0.5923
O -6.117 1.104 3.811 -0.6651
C -0.322 -2.509 -3.471 -0.9201
H -0.273 -2.797 -1.351 0.2439
H 5.109 -0.689 -2.040 0.5788
S 1.753 -3.802 2.982 -0.1436
C 0.948 0.561 7.134 -0.8878
H 0.909 1.639 7.049 0.4134
H -4.319 4.458 1.856 0.4260
O 2.897 1.503 3.048 -0.7021
H -3.627 1.703 -2.189 0.3235
S -4.960 0.017 1.704 -0.1474
C -3.775 2.344 -1.330 -0.1949
C -3.225 0.149 1.525 0.3158
H 0.921 -1.913 9.448 0.3502
C -0.493 -1.550 -4.467 -0.4415
C 6.286 1.028 0.632 -0.6752
H 1.715 3.193 -0.592 0.3990
C 6.302 0.351 -0.571 -0.5583
C -5.246 3.552 0.144 -0.5095
C -0.384 -2.095 -2.168 -0.3321
C -2.891 3.458 0.608 -0.3545
H 1.084 0.248 5.002 0.3248
H -0.923 6.487 -3.159 0.4087
C 0.901 -0.049 8.380 -0.4225
O 1.580 0.635 -1.233 -0.4404
O 2.852 -1.029 -2.535 -0.7151
C 5.122 -0.162 -1.097 -0.5932
S -0.563 -2.556 1.419 -0.3723
C 3.930 0.004 -0.418 -0.4977
C -0.807 0.097 -2.757 0.4355
S 2.461 -0.557 -1.245 2.0262
H 1.490 6.873 -2.768 0.3650
H 0.807 0.553 9.276 0.3737
H -2.012 4.473 -2.262 0.4041
H 7.230 0.223 -1.114 0.3904
S 3.381 -3.832 5.513 -0.3882
H -5.893 2.498 -1.610 0.3866
O 1.784 -0.372 1.898 -0.0627
C -4.167 3.887 0.949 -0.7054
H -2.051 3.692 1.253 0.4234
C -2.689 2.689 -0.536 0.1174
C -5.077 0.879 3.241 0.6718
H -0.913 0.514 -4.864 0.4490
```

Record 2
The following is a quantum chemistry calculation of a molecular structure, C29H27FN7O8Ru in a non-equilibrium geometry, from the Open Molecules 2025 dataset.

Multiplicity   1
E_HOMO (alpha / beta)   -11.21 / -11.21 eV
Frontier orbital gap (alpha / beta)   5.1 / 5.2 eV
Total charge   +1

The geometry in XYZ format:
```
73
Properties=species:S:1:pos:R:3:mulliken_charge:R:1
H 2.368 -5.363 1.443 0.3575
C 0.261 3.268 3.723 0.5104
H 2.255 -2.163 -1.958 0.2222
H 0.820 -2.461 -2.946 0.5762
C -0.196 -4.181 0.581 -0.8584
C 1.876 0.033 5.485 -0.5361
H -4.588 1.255 -0.703 0.2739
O -0.597 -0.008 6.461 -0.6970
C -0.533 -2.945 1.028 -1.1396
C 2.516 -0.476 1.248 -0.4637
O 5.378 0.299 5.206 -0.6245
H -2.649 -0.940 -1.611 0.2736
Ru -0.147 0.209 0.304 0.6112
H -1.042 -2.665 1.928 0.5721
H -5.282 -0.244 1.082 0.3776
C 5.817 -5.361 -0.462 -0.7441
H -1.111 2.527 -0.852 0.4780
C -1.184 2.874 1.866 -0.2791
N 2.453 -5.018 -1.452 0.9048
C 0.521 -2.674 -0.846 0.5534
N 4.333 -4.956 -2.458 -0.5634
H -3.196 0.639 1.834 0.3656
C 0.774 -0.087 4.664 -1.2720
C -0.058 2.642 1.031 1.3352
O -2.211 0.160 0.094 0.4572
N 0.464 -4.004 -0.609 0.2576
H 2.096 2.700 0.949 0.3114
H 0.689 -6.017 -0.990 0.4005
C -2.866 0.048 -1.175 -0.5194
F 0.409 3.510 5.025 -0.3441
H 1.747 0.106 6.557 0.6957
N -0.090 -2.020 0.126 1.1545
O -1.488 -0.345 4.540 -0.6166
C 3.310 -5.378 0.916 -0.5643
C 4.620 -5.174 -1.147 0.2088
N 4.315 0.164 5.766 1.0623
H 4.508 -5.694 2.643 0.4147
O 4.147 0.121 6.960 -0.6232
H -0.386 -5.150 0.991 0.4873
H -2.478 0.830 -1.837 0.3122
C 0.890 -0.170 3.233 0.8902
H 0.691 -4.986 -2.456 0.3138
C 4.507 -5.552 1.574 -0.7055
H -2.179 2.835 1.444 0.6474
H 4.319 -0.126 3.150 0.6561
H -1.871 3.358 3.847 0.4860
C 1.025 -5.063 -1.413 -1.1518
C 2.230 -0.226 2.717 1.1122
C -1.026 3.177 3.199 -0.8128
C -0.177 2.270 -0.352 -1.7649
H -4.509 -1.627 0.291 0.3373
H 0.708 2.470 -0.956 0.5221
N 3.094 -4.870 -2.623 -0.6153
C 3.144 0.046 4.926 -0.8286
O 3.427 -1.205 0.921 -0.6490
H 0.959 -0.958 -1.990 0.1519
N -0.532 -0.146 5.263 1.1709
H -2.681 -1.051 1.720 -0.0807
C -4.436 -0.557 0.480 -0.7477
C -3.109 -0.217 1.156 -0.2791
C 1.173 -2.034 -2.008 -1.5551
H 2.372 3.233 3.368 0.4980
C 5.734 -5.549 0.897 -0.5272
H 6.637 -5.697 1.465 0.4057
H -4.993 -0.208 -1.615 0.4093
O 1.777 0.165 0.396 -0.6829
C 3.316 -0.098 3.551 -0.0984
C 1.394 3.108 2.929 -0.5632
O -0.143 -0.208 2.510 0.5596
C 3.380 -5.205 -0.458 1.2214
H 6.756 -5.363 -0.988 0.4605
C 1.236 2.812 1.598 -0.4304
C -4.346 0.201 -0.844 -0.6781
```

Record 3
The following is a quantum chemistry calculation of 2 unconnected molecules or ions with the total composition C3H10NO2S in a non-equilibrium geometry, from the Open Molecules 2025 dataset.

Multiplicity   1
E_HOMO   -3.19 eV
Frontier orbital gap   6.3 eV
Total charge   -1

The geometry in XYZ format:
```
17
Properties=species:S:1:pos:R:3:nbo_charge:R:1
H -0.894 3.518 1.189 0.4512
H 1.412 -2.364 0.508 0.1876
H -0.788 -1.564 -0.693 0.1546
C -0.074 -0.889 -0.198 -0.2371
C 1.381 -1.435 -0.099 -0.5573
H -1.993 3.041 0.316 0.5162
O -1.589 1.313 0.028 -0.9643
H 1.847 -0.669 0.502 0.2327
S 2.156 -1.739 -1.657 -0.0805
H 1.029 -2.065 -2.380 0.1210
C -1.302 0.804 1.245 0.1482
H -2.172 0.564 1.836 0.0953
O -1.826 3.705 1.063 -1.0100
H -1.029 -1.340 1.603 0.3397
N -0.595 -0.573 1.117 -0.7203
H -0.571 1.477 1.748 0.0746
H -0.101 0.019 -0.793 0.2484
```

Record 4
The following is a quantum chemistry calculation of 2 unconnected molecules or ions with the total composition C7H16N in a non-equilibrium geometry, from the Open Molecules 2025 dataset.

Multiplicity   1
E_HOMO   -12.81 eV
Frontier orbital gap   6.5 eV
Total charge   +1

The geometry in XYZ format:
```
24
Properties=species:S:1:pos:R:3:nbo_charge:R:1
H 4.049 -2.098 -1.335 0.3744
C -0.459 -0.262 0.767 0.2295
H -2.430 -0.564 0.969 0.2590
N 3.816 -1.307 -0.744 -1.0821
H 1.653 2.871 -1.659 0.2593
H -0.100 3.154 -1.636 0.2853
C -1.532 -1.162 1.204 -0.5268
H -1.640 -0.442 3.307 0.2273
H 0.365 -0.105 1.465 0.2164
H -2.558 -1.823 2.867 0.2390
H 0.585 1.894 -2.647 0.2778
H -2.211 -0.338 -1.236 0.2394
H -1.670 -2.101 0.669 0.2917
H 2.849 -1.359 -0.528 0.3392
C -1.572 -1.360 2.727 -0.6145
C -1.589 0.543 -1.350 -0.6572
C -0.470 0.590 -0.328 -0.1763
H -2.210 1.439 -1.319 0.2493
C 0.605 1.433 -0.550 0.2211
H 1.446 1.449 0.137 0.2277
C 0.679 2.388 -1.677 -0.7260
H -1.143 0.516 -2.344 0.2409
H 4.391 -1.299 0.090 0.3717
H -0.855 -2.056 3.152 0.2337
```

Record 5
The following is a quantum chemistry calculation of a molecular structure, C2HO4S in a non-equilibrium geometry, from the Open Molecules 2025 dataset.

Multiplicity   1
E_HOMO   -3.67 eV
Frontier orbital gap   7.2 eV
Total charge   -1

The geometry in XYZ format:
```
8
Properties=species:S:1:pos:R:3:nbo_charge:R:1
C 0.170 0.861 0.280 0.6902
O -1.396 -1.306 1.247 -0.9864
O 1.849 -1.042 -0.296 -0.7048
O -1.117 0.821 -0.053 -0.6799
S -1.293 -0.900 -0.145 1.1104
O 0.550 1.921 0.731 -0.6034
C 0.783 -0.368 -0.361 0.0837
H 0.454 0.014 -1.401 0.0900
```

Record 6
The following is a quantum chemistry calculation of 2 unconnected molecules or ions with the total composition CH3I2P in a non-equilibrium geometry, from the Open Molecules 2025 dataset.

Multiplicity   3
Expectation value of S²   2.018
E_HOMO (alpha / beta)   -6.08 / -8.74 eV
Frontier orbital gap (alpha / beta)   6.1 / 4.7 eV
Total charge   0

The geometry in XYZ format:
```
7
Properties=species:S:1:pos:R:3:nbo_charge:R:1
H 0.687 -0.781 -1.419 0.2580
I 3.155 1.463 0.103 0.1468
I -3.135 1.686 0.178 -0.0804
H 0.192 -1.556 0.027 0.2179
P 1.707 -0.264 0.951 0.4378
C 0.831 -0.814 -0.358 -1.0604
H -3.437 0.266 0.518 0.0801
```

ΔE to the lowest compared entry with this formula, charge and spin (computed, kcal per mole): 0.0; 31.3; 20.7; 46.4; 42.2; 87.6